46
Properties=species:S:1:pos:R:3:forces:R:3 method="wB97M-V/def2-TZVPD" total_charge=+2 spin_multiplicity=6 s_squared=8.776 de_lowest_kj_mol=0.0 gap_ev="8.6 / 4.9" molar_mass_g_mol=505.1 energy_ha=-4868.36442
Cr 1.08773 1.13841 0.38234 -0.190 0.324 0.480
C 2.35616 0.81091 4.54498 0.030 -0.035 0.039
C 2.67514 0.74888 3.18730 0.030 0.127 -0.053
N 1.76593 1.38861 2.45753 -0.015 -0.300 -0.051
N 0.84267 1.87373 3.32295 -0.032 -0.012 0.045
C 1.17855 1.51422 4.58579 -0.031 0.070 -0.039
B -0.49054 2.43660 2.79381 -0.072 -0.106 -0.080
N -1.33930 1.28287 2.20741 0.052 0.127 0.097
C -2.53786 0.72384 2.47541 0.022 0.003 -0.021
C -2.75819 -0.30019 1.58098 -0.040 -0.004 0.031
C -1.62669 -0.31344 0.77655 0.064 0.029 -0.026
N -0.77172 0.63853 1.15113 -0.032 -0.098 -0.066
N -0.27023 3.50833 1.70670 -0.048 0.003 0.025
C -0.96833 4.64515 1.46939 0.032 -0.033 0.058
C -0.60529 5.13728 0.24066 -0.021 0.045 -0.033
C 0.31867 4.21023 -0.24391 0.116 -0.008 0.082
N 0.51817 3.23524 0.63874 -0.147 -0.086 -0.255
N -1.15770 3.18420 4.00974 -0.063 -0.184 -0.197
C -0.61664 4.18897 4.61626 -0.223 0.171 0.423
C -1.52215 4.58789 5.69183 0.339 0.092 -0.227
C -2.60343 3.68891 5.56817 -0.131 -0.282 -0.151
N -2.41055 2.84827 4.58704 0.103 0.222 0.143
H 2.90327 0.40029 5.37493 -0.003 -0.006 -0.006
H 3.52523 0.28491 2.71200 -0.020 -0.013 -0.005
H 0.56550 1.77079 5.43407 0.009 -0.009 -0.012
H -3.15352 1.08438 3.27744 0.002 0.003 -0.001
H -3.61696 -0.94448 1.52201 -0.003 0.007 0.011
H -1.39453 -0.96401 -0.05171 0.007 0.011 0.006
H -1.68191 5.03498 2.17652 0.006 -0.009 -0.012
H -0.95899 6.03381 -0.23667 -0.001 -0.006 -0.004
H 0.85444 4.21320 -1.18024 -0.016 -0.015 -0.002
H 0.33927 4.60055 4.32491 -0.011 0.020 0.042
H -1.37732 5.38499 6.40509 0.012 -0.002 -0.028
H -3.50197 3.63497 6.16280 0.005 0.001 0.015
O 6.16664 1.22212 -3.00128 -0.018 0.031 0.043
C 5.12880 1.33196 -2.18509 0.074 -0.038 -0.088
C 5.02496 2.28966 -1.16977 -0.007 0.013 0.018
C 3.89778 2.30617 -0.38484 -0.008 -0.030 -0.026
N 2.89039 1.43343 -0.55872 0.268 0.072 -0.114
C 3.02327 0.53543 -1.53424 -0.073 -0.005 0.045
Br 1.49951 -0.60771 -1.61991 0.004 -0.095 -0.095
C 4.08570 0.41468 -2.37786 0.011 0.010 0.002
H 6.85203 1.87937 -2.82059 0.011 0.001 -0.007
H 5.81406 3.00921 -0.99800 0.004 -0.004 -0.007
H 3.77022 3.02631 0.41243 -0.002 -0.002 0.000
H 4.13975 -0.33493 -3.15340 0.005 0.003 0.000

***

40
Properties=species:S:1:pos:R:3:forces:R:3 method="wB97M-V/def2-TZVPD" smiles="O=C(CCc1ccccc1)NNC(=O)COc1ccc(Br)cc1" de_lowest_kj_mol=1469.9 gap_ev=8.5 molar_mass_g_mol=377.2 energy_ha=-3566.65689
O 1.14128 2.55299 0.09831 1.262 0.154 -0.136
C 0.85938 1.45833 -0.35311 -2.788 4.732 2.070
C 1.39055 0.22570 0.05891 0.878 -3.483 -11.669
C 2.86295 0.07906 -0.75007 -7.517 16.223 -0.517
C 3.69293 -0.79911 -0.44650 7.542 -14.519 3.858
C 3.57680 -2.09693 -1.15070 6.954 0.529 8.002
C 4.40536 -3.23946 -0.86676 -5.735 0.667 -9.137
C 5.10357 -3.14372 0.19176 3.878 -8.192 -0.767
C 5.06456 -2.18907 0.96862 1.207 8.919 10.261
C 4.41157 -0.98569 0.78913 -0.914 -5.346 -7.867
N -0.29491 1.40351 -1.08878 -2.590 -4.284 -2.309
N -1.25835 2.34185 -1.32050 3.801 -3.452 -1.906
C -1.90081 2.94448 -0.48678 -7.099 8.302 12.185
O -2.56299 4.05372 -0.56890 2.050 -3.394 -1.796
C -1.95394 2.45710 1.26087 4.731 5.167 -6.874
O -1.96747 1.20512 1.11423 2.313 -5.914 2.774
C -3.01433 0.48581 0.82597 -2.539 15.053 -3.978
C -3.08973 -0.65712 1.00885 0.874 -19.387 3.149
C -4.22795 -1.52305 0.53622 12.843 -5.723 6.268
C -5.22664 -1.17547 0.01189 -9.789 9.337 -4.130
Br -6.79744 -2.09609 -0.28855 -0.387 -0.411 -0.414
C -5.26543 0.46660 0.00003 0.016 -7.799 -0.882
C -4.19899 1.12928 0.18788 3.002 2.167 2.482
H 0.90764 -0.50945 -0.75849 0.295 0.361 3.253
H 1.64580 0.06779 0.95388 0.852 -1.509 7.092
H 3.32773 1.20302 -0.34936 -0.844 -2.605 -0.781
H 2.63424 0.49127 -1.73551 0.245 -1.268 -0.553
H 3.09685 -2.00191 -1.92110 -5.387 0.242 -8.542
H 4.39361 -4.04065 -1.78074 0.239 1.577 2.965
H 5.69397 -3.94012 0.53236 0.931 -1.391 0.010
H 5.62627 -2.26587 2.01981 -1.118 0.123 -2.397
H 4.36603 -0.30199 1.41218 0.090 6.390 6.120
H -0.84423 0.50367 -1.16209 1.902 0.946 0.242
H -1.36308 2.91519 -2.04917 1.040 1.846 -5.379
H -2.68090 3.08698 1.55270 -3.024 1.382 1.580
H -0.94252 2.87212 1.42332 -0.461 -0.570 0.976
H -2.17388 -1.26846 1.51583 -2.339 1.561 -1.195
H -4.00010 -2.58374 0.69820 -0.197 0.185 0.132
H -6.13145 0.69325 -0.38593 -4.466 2.423 -1.622
H -4.30594 2.18109 0.30206 0.250 0.961 -0.567

***

8
Properties=species:S:1:pos:R:3:forces:R:3 method="wB97M-V/def2-TZVPD" total_charge=+1 spin_multiplicity=2 s_squared=0.754 de_lowest_kj_mol=35.9 gap_ev="9.8 / 2.9" molar_mass_g_mol=80.1 energy_ha=-588.78071
S 1.12865 2.95214 0.74416 0.110 -0.219 0.070
H 0.03555 3.61579 1.19010 -0.003 0.105 -0.122
H 1.32161 3.73756 -0.34066 -0.118 0.101 -0.009
O -0.27169 -1.50827 -1.50724 0.006 0.366 0.005
C -0.67151 -2.24574 -0.65182 0.244 -0.212 0.103
O -0.39196 -2.11726 0.64998 -0.123 0.211 -0.064
H -1.28046 -3.13094 -0.84570 -0.096 -0.071 0.059
H 0.12981 -1.30328 0.76119 -0.020 -0.282 -0.042

***

148
Properties=species:S:1:pos:R:3:forces:R:3 method="wB97M-V/def2-TZVPD" total_charge=-1 de_lowest_kj_mol=0.0 gap_ev=5.8 molar_mass_g_mol=1316.4 energy_ha=-9059.01942
Ti -0.20009 -0.89808 -1.05932 0.209 0.050 -0.356
C 1.00313 3.40226 -6.33554 -0.062 0.032 -0.021
C 2.29808 2.82037 -5.85162 0.050 -0.034 0.023
C 3.51099 3.46202 -6.06844 -0.004 0.019 0.003
C 4.70442 2.93731 -5.59376 0.005 0.014 -0.006
C 4.69775 1.73808 -4.89952 0.017 -0.026 0.025
C 3.50313 1.06909 -4.68850 -0.005 0.020 -0.014
C 2.31149 1.61188 -5.15106 0.000 -0.001 0.002
N 1.08079 0.94259 -4.92795 -0.198 0.072 0.054
C 0.91164 0.04106 -3.87075 -0.094 -0.063 0.036
N 0.52618 -1.20956 -4.24379 0.159 0.042 -0.130
C 0.91998 -2.38791 -3.52416 -0.064 0.023 0.101
C 0.81007 -2.41103 -2.14157 -0.044 0.080 0.258
C 1.36840 -3.50960 -1.48006 -0.070 -0.124 -0.107
C 1.93162 -4.56528 -2.17958 -0.022 0.044 0.032
C 1.95909 -4.52845 -3.56557 0.020 -0.045 -0.015
C 1.47004 -3.43492 -4.26929 -0.056 0.008 0.005
C 1.55618 -3.38509 -5.77160 0.006 0.000 -0.071
N 1.06367 0.36704 -2.62729 -0.098 -0.053 -0.020
C 1.48012 1.68355 -2.28512 0.067 -0.021 0.008
C 0.66958 2.77914 -2.58145 0.045 -0.014 0.002
C 1.00694 4.04558 -2.14108 -0.009 0.006 -0.023
C 2.15871 4.22605 -1.38362 -0.005 0.015 0.025
C 2.95706 3.13463 -1.08634 0.030 -0.031 -0.025
C 2.64403 1.84864 -1.52938 -0.026 0.064 -0.026
C 3.55402 0.69991 -1.19477 0.001 -0.033 0.000
H 1.14835 4.41554 -6.70746 0.011 -0.003 0.001
H 0.26727 3.42917 -5.52905 0.014 -0.001 0.001
H 0.56726 2.81531 -7.14985 0.012 -0.012 0.008
H 3.51342 4.40350 -6.60566 0.001 -0.005 0.000
H 5.63383 3.46424 -5.76542 -0.002 -0.001 0.001
H 5.62173 1.31373 -4.52782 -0.005 0.005 0.001
H 3.48920 0.12517 -4.15577 0.001 -0.004 0.009
H 0.54261 0.73060 -5.75442 0.055 -0.031 -0.030
H 0.47913 -1.33576 -5.24126 0.082 -0.012 0.004
H 1.34263 -3.55883 -0.39928 0.000 0.007 0.029
H 2.32821 -5.41908 -1.64465 -0.017 -0.010 -0.009
H 2.38600 -5.35797 -4.11854 -0.002 0.006 -0.007
H 1.95736 -4.32030 -6.15917 0.012 0.005 0.009
H 2.21102 -2.57950 -6.12049 0.002 0.002 0.015
H 0.57677 -3.24367 -6.24128 -0.006 -0.008 0.018
H -0.24240 2.61416 -3.14151 -0.011 0.009 0.011
H 0.37425 4.89068 -2.38694 0.003 -0.008 -0.001
H 2.43482 5.21158 -1.02770 0.003 0.004 -0.014
H 3.85489 3.27062 -0.49334 -0.003 0.006 0.002
H 3.92447 0.78730 -0.17292 -0.001 0.005 -0.006
H 4.41975 0.70297 -1.86289 0.003 -0.010 -0.013
H 3.05231 -0.26224 -1.27846 0.011 0.018 -0.014
Cl -3.15802 3.81459 7.89118 -0.005 -0.004 0.004
C -2.51205 4.10616 6.30815 -0.013 -0.006 0.014
C -3.35278 4.08297 5.20948 0.028 -0.004 0.042
C -2.81380 4.33014 3.95848 0.005 0.061 -0.047
C -1.45982 4.59014 3.77373 -0.032 -0.001 0.038
C -0.94666 4.82826 2.37660 0.023 -0.018 -0.036
C -0.03888 3.70046 1.86233 -0.001 -0.043 0.026
N -0.67614 2.83164 0.87279 0.011 0.011 -0.052
C -1.93958 2.85739 0.31523 -0.013 0.012 0.014
C -1.99853 1.79882 -0.53334 -0.031 -0.032 -0.051
N -0.79835 1.13295 -0.51734 0.099 0.193 0.263
C -0.03742 1.78212 0.34383 -0.127 -0.032 0.079
O -0.27605 6.07706 2.32168 -0.139 0.067 0.043
C -0.27872 6.65038 1.02308 0.097 -0.022 -0.036
C -1.65932 6.89973 0.48402 -0.050 -0.039 0.007
C -2.60370 7.68159 1.08018 0.056 0.043 0.055
Cl -2.41443 8.59509 2.51943 0.001 -0.017 -0.027
S -4.09616 7.68695 0.24049 -0.023 -0.001 -0.020
C -3.47434 6.62389 -0.94892 0.050 -0.022 -0.002
C -2.18161 6.28821 -0.69398 -0.026 0.014 -0.031
C -0.64651 4.58358 4.90360 0.096 -0.063 0.010
Cl 1.06935 4.82041 4.76600 -0.022 0.013 0.012
C -1.15701 4.35218 6.17041 -0.034 0.003 -0.058
H -4.40648 3.87875 5.33367 0.001 -0.001 0.000
H -3.46721 4.32297 3.09347 0.002 0.004 0.007
H -1.82960 4.89059 1.73916 0.003 -0.006 0.005
H 0.29125 3.06807 2.68579 0.035 0.018 -0.001
H 0.84728 4.14466 1.40654 -0.001 0.006 -0.008
H -2.68632 3.58887 0.56003 -0.006 -0.015 -0.015
H -2.82515 1.45447 -1.12918 -0.005 0.009 0.002
H 0.95726 1.49061 0.63618 0.003 0.010 0.010
H 0.26085 6.00709 0.31503 -0.005 0.020 0.005
H 0.27905 7.58151 1.12093 -0.010 0.007 0.020
H -4.09559 6.29613 -1.76636 -0.010 0.010 0.008
H -1.60295 5.61394 -1.31125 -0.021 -0.011 0.011
H -0.50380 4.35318 7.03046 0.000 -0.003 0.003
C 2.65674 -2.86549 3.89972 0.046 0.046 0.011
Si 3.01524 -1.25816 3.01847 -0.063 -0.067 -0.033
C 4.78911 -1.22785 2.40549 -0.051 -0.003 0.027
C 2.73204 0.20801 4.16115 0.015 -0.065 -0.012
C 1.87803 -1.09438 1.58832 0.138 0.087 0.027
C 1.13524 -0.99240 0.62123 -0.363 -0.185 -0.087
H 3.34374 -3.01471 4.73643 -0.008 -0.007 -0.001
H 2.76428 -3.72017 3.22887 0.005 0.014 -0.017
H 1.64044 -2.88892 4.29879 -0.008 0.008 -0.010
H 5.47455 -1.54415 3.19540 0.010 0.023 -0.002
H 5.07972 -0.22470 2.08467 -0.003 -0.002 -0.014
H 4.91465 -1.90434 1.55836 -0.008 -0.014 0.009
H 3.42911 0.18341 5.00255 -0.004 0.014 0.003
H 1.71676 0.19808 4.56324 -0.001 -0.002 -0.011
H 2.87689 1.15100 3.62800 0.008 0.000 -0.002
C -1.97741 -3.61281 3.33988 -0.063 -0.010 0.073
C -2.53491 -2.50840 2.46043 0.001 -0.021 -0.057
C -4.01408 -2.75392 2.19468 -0.023 0.023 -0.026
O -1.87507 -2.59660 1.16977 0.156 -0.077 0.123
B -1.36550 -1.37375 0.81521 0.318 0.237 -0.350
O -1.62878 -0.41454 1.77375 -0.225 0.014 -0.031
C -2.19850 -1.04483 2.93999 0.005 0.021 -0.001
C -1.12979 -0.97961 4.02303 0.035 -0.025 0.000
C -3.40783 -0.22088 3.35545 -0.025 0.010 0.065
H -2.16891 -4.57975 2.87452 -0.004 0.009 0.006
H -2.45189 -3.60408 4.32390 -0.005 0.009 -0.004
H -0.90051 -3.52842 3.47005 -0.012 0.013 0.000
H -4.13045 -3.75870 1.78721 0.007 -0.002 -0.007
H -4.40674 -2.04413 1.46528 0.005 0.009 0.004
H -4.60542 -2.68565 3.10892 0.010 -0.009 0.001
H -0.20502 -1.43718 3.67138 -0.004 -0.007 -0.005
H -1.44372 -1.47407 4.94331 -0.020 0.004 -0.004
H -0.92223 0.06950 4.24478 0.007 0.002 -0.008
H -4.11018 -0.10553 2.53104 0.003 -0.017 0.000
H -3.07161 0.77289 3.65904 0.001 0.003 -0.022
H -3.92989 -0.67430 4.20058 0.024 -0.006 0.009
N -1.24147 -5.10380 -0.57811 0.079 0.023 -0.088
C -0.65681 -5.93437 0.38369 0.031 -0.104 0.069
C -0.81252 -7.32241 0.32740 0.004 0.047 -0.005
C -0.20031 -8.13924 1.26201 0.001 -0.106 -0.025
C 0.58514 -7.60534 2.27599 -0.053 0.103 0.008
C 0.74726 -6.23188 2.32894 0.061 0.009 0.024
C 0.14080 -5.40042 1.39469 0.031 -0.007 -0.046
S 1.33548 -8.67952 3.50092 0.040 -0.034 -0.013
O 0.20575 -9.37546 4.10425 -0.003 0.015 0.005
O 2.03172 -7.76868 4.40211 -0.011 -0.013 -0.015
O 2.21410 -9.55029 2.72953 -0.008 0.023 0.005
H -2.07443 -5.46455 -1.01430 -0.011 -0.024 0.047
H -1.34203 -4.14642 -0.27649 -0.127 -0.038 0.070
H -1.41790 -7.76038 -0.46043 -0.007 0.020 -0.002
H -0.33060 -9.21354 1.21066 0.000 0.007 0.021
H 1.35332 -5.82030 3.12695 -0.001 -0.012 0.001
H 0.26905 -4.32460 1.46430 -0.022 -0.007 -0.028
Br -6.00693 -1.51135 -4.70871 -0.011 0.008 -0.003
C -4.45241 -1.35971 -3.62161 -0.010 -0.029 0.023
C -4.23083 -2.28159 -2.61258 0.006 -0.020 0.010
C -3.09014 -2.16238 -1.82732 -0.070 0.053 -0.112
C -2.14574 -1.14598 -2.02305 0.141 -0.092 0.427
C -2.43000 -0.23482 -3.04801 0.057 -0.057 -0.051
C -3.56460 -0.32629 -3.84896 0.026 0.047 -0.025
H -4.94241 -3.07823 -2.43749 0.000 0.001 -0.010
H -2.95180 -2.88050 -1.02831 0.009 -0.001 0.000
H -1.75072 0.59493 -3.24161 -0.014 -0.004 -0.012
H -3.75702 0.39461 -4.63386 0.008 -0.002 0.001